C60H133N7O17 | the ωB97M-V functional and the def2-TZVPD basis

Geometry (Å):
C1 -2.8189 -0.9792 -4.0866
C2 -3.7974 0.0908 -3.5834
C3 -3.2229 1.4858 -3.5320
N1 -4.3165 2.5780 -3.2943
C4 -3.6496 3.9146 -3.0699
C5 -3.0401 4.0833 -1.6935
C6 -4.0557 3.7989 -0.5588
C7 -4.7115 2.4461 -0.7337
C8 -5.3209 2.3303 -2.1450
C9 -5.1186 2.7152 -4.5909
H1 -1.9157 -1.1635 -3.5077
H2 -2.5624 -0.6739 -5.1022
H3 -3.3650 -1.9232 -4.0764
H4 -4.0417 -0.2093 -2.5586
H5 -4.7575 0.1124 -4.1002
H6 -2.6736 1.8292 -4.4066
H7 -2.5633 1.5813 -2.6716
H8 -2.9055 4.0764 -3.8484
H9 -4.4441 4.6612 -3.1332
H10 -2.1783 3.4208 -1.5913
H11 -2.6884 5.1025 -1.5403
H12 -3.5318 4.0370 0.3682
H13 -4.7466 4.6481 -0.5873
H14 -4.0568 1.5858 -0.5852
H15 -5.5625 2.3127 -0.0637
H16 -5.7299 1.3362 -2.3055
H17 -5.9736 3.1674 -2.3903
H18 -4.3876 2.8275 -5.3877
H19 -5.8815 3.4891 -4.5912
H20 -5.6304 1.7649 -4.7318
C10 -3.9585 -6.2160 5.9055
C11 -4.4086 -5.0651 5.0024
C12 -3.3570 -4.7902 3.9352
N2 -3.7611 -3.7673 2.8842
C13 -2.6824 -3.6291 1.7736
C14 -3.1045 -2.8327 0.5163
C15 -4.4164 -3.3728 -0.0142
C16 -5.5183 -3.3961 1.0220
C17 -5.0590 -4.2022 2.2126
C18 -3.8227 -2.3876 3.5325
H21 -3.8745 -7.2006 5.4472
H22 -4.6269 -6.2906 6.7656
H23 -3.0084 -6.0586 6.4234
H24 -4.5766 -4.2108 5.6566
H25 -5.3226 -5.4154 4.5233
H26 -3.1334 -5.7012 3.3798
H27 -2.4410 -4.4217 4.4015
H28 -2.5711 -4.6706 1.4642
H29 -1.7329 -3.2961 2.1953
H30 -2.3089 -2.8757 -0.2272
H31 -3.2549 -1.7665 0.7097
H32 -4.3315 -4.3651 -0.4639
H33 -4.6468 -2.6841 -0.8322
H34 -6.5118 -3.7399 0.7389
H35 -5.6861 -2.3683 1.3623
H36 -4.8808 -5.2483 1.9626
H37 -5.8243 -4.0796 2.9777
H38 -4.0115 -1.6158 2.7943
H39 -2.8027 -2.3369 3.9166
H40 -4.5237 -2.4410 4.3616
C19 0.3798 1.8913 -8.9389
C20 0.5603 0.4930 -8.3381
C21 1.0904 0.6152 -6.8982
N3 1.1175 -0.6688 -6.1040
C22 2.0626 -0.4630 -4.9244
C23 2.1078 -1.6595 -3.9256
C24 0.6924 -1.9073 -3.3949
C25 -0.2386 -2.1299 -4.5723
C26 -0.3201 -0.9510 -5.5444
C27 1.6115 -1.8381 -6.9606
H41 1.2334 2.5308 -8.6983
H42 -0.4571 2.4190 -8.4807
H43 0.2878 1.8345 -10.0205
H44 1.1611 -0.1183 -9.0117
H45 -0.4094 -0.0108 -8.3655
H46 0.4996 1.3303 -6.3251
H47 2.1299 0.9463 -6.9341
H48 1.6254 0.3975 -4.4118
H49 3.0426 -0.1788 -5.3074
H50 2.8017 -1.4241 -3.1158
H51 2.5041 -2.5786 -4.3596
H52 0.2805 -0.9865 -2.9716
H53 0.6310 -2.7364 -2.6899
H54 -1.2203 -2.3596 -4.1448
H55 -0.1721 -3.0578 -5.1511
H56 -0.6684 -0.0812 -4.9811
H57 -0.9665 -1.1563 -6.3942
H58 1.8271 -2.6743 -6.3046
H59 2.5016 -1.4375 -7.4395
H60 0.8101 -2.1020 -7.6442
C28 2.2257 -2.3273 0.6859
C29 3.4901 -1.9434 1.4595
C30 4.7323 -2.7420 1.0365
N4 5.9883 -2.2434 1.7561
C31 6.3108 -0.8550 1.2610
C32 7.6825 -0.2593 1.6090
C33 8.7148 -1.2837 1.1420
C34 8.5177 -2.6347 1.8158
C35 7.1727 -3.2237 1.4881
C36 5.8303 -2.2269 3.2676
H61 2.2461 -3.3936 0.4565
H62 2.1726 -1.9160 -0.3262
H63 1.3191 -2.0065 1.1923
H64 3.2829 -2.1124 2.5169
H65 3.6759 -0.8688 1.3848
H66 5.0424 -2.7475 -0.0091
H67 4.6098 -3.8003 1.2735
H68 6.4286 -0.8861 0.1763
H69 5.5027 -0.1668 1.4990
H70 7.9047 0.5780 0.9456
H71 7.8584 0.1100 2.6195
H72 8.5550 -1.3712 0.0605
H73 9.7498 -0.9445 1.1817
H74 9.3222 -3.3317 1.5817
H75 8.6350 -2.4542 2.8880
H76 7.0252 -3.3318 0.4128
H77 7.0189 -4.1366 2.0587
H78 6.7115 -1.8445 3.7772
H79 5.5295 -3.2020 3.6390
H80 5.0739 -1.4653 3.4507
C37 2.8756 3.9308 -5.7708
C38 2.9516 3.4348 -4.3269
C39 4.3988 3.5379 -3.8363
N5 4.6646 2.5365 -2.6883
C40 3.8509 2.8637 -1.4693
C41 4.3781 2.3327 -0.1882
C42 5.8348 2.6497 0.0416
C43 6.6434 2.0231 -1.0679
C44 6.1885 2.6419 -2.3930
C45 4.3814 1.1056 -3.0265
H81 3.6370 3.4152 -6.3626
H82 2.9510 5.0039 -5.9351
H83 1.9289 3.6263 -6.2204
H84 2.5748 2.4170 -4.2411
H85 2.3414 4.0985 -3.7131
H86 4.6172 4.5512 -3.5093
H87 5.0839 3.1560 -4.5934
H88 3.7762 3.9516 -1.4589
H89 2.8727 2.4656 -1.7416
H90 3.7734 2.8033 0.5929
H91 4.0821 1.2831 -0.0863
H92 5.9038 3.7218 0.2287
H93 6.0663 2.1428 0.9820
H94 7.6792 2.2888 -0.8451
H95 6.5678 0.9400 -0.9700
H96 6.4305 3.7083 -2.3926
H97 6.8580 2.3846 -3.2176
H98 4.9382 0.4976 -2.3151
H99 4.7776 0.8223 -4.0002
H100 3.3198 0.8974 -2.9223
C46 -0.4016 1.5480 3.0009
N6 -0.1429 1.1166 1.5536
C47 -1.1440 1.7394 0.6102
C48 1.2860 1.4267 1.1192
C49 -0.3632 -0.4019 1.5728
C50 0.2027 -1.2456 0.4225
O1 -0.4660 -0.9541 -0.8178
H101 -1.4188 1.2886 3.2757
H102 -0.0625 2.5771 3.1251
H103 0.4484 1.0216 3.4391
H104 -1.1650 2.8055 0.8410
H105 -2.0658 1.2095 0.8403
H106 -0.8898 1.6375 -0.4428
H107 1.3572 1.0623 0.0965
H108 1.9441 1.0723 1.9104
H109 1.4498 2.5045 1.0653
H110 -1.4192 -0.6715 1.6027
H111 0.0309 -0.7426 2.5341
H112 -0.1477 -2.2357 0.7196
H113 1.2741 -1.3073 0.2384
H114 0.0105 -0.2246 -1.2242
C51 -3.8168 -0.2135 7.7014
N7 -3.7211 1.2712 7.3475
C52 -2.6377 1.3918 6.2814
C53 -5.0627 1.6802 6.7915
C54 -3.1899 2.1105 8.5003
C55 -4.0340 1.9308 9.7737
O2 -3.4656 0.9596 10.6275
H115 -2.8964 -0.4944 8.2069
H116 -4.0654 -0.8473 6.8543
H117 -4.6323 -0.3604 8.4093
H118 -1.6491 1.0475 6.5815
H119 -2.5194 2.4225 5.9515
H120 -3.0292 0.7956 5.4600
H121 -5.8140 1.5402 7.5652
H122 -5.3480 0.9586 6.0259
H123 -4.9767 2.6551 6.3194
H124 -2.9773 3.0700 8.0293
H125 -2.1742 1.7451 8.6617
H126 -5.0966 1.7593 9.5893
H127 -4.0953 2.9212 10.2373
H128 -4.2051 0.3787 10.8301
O3 0.3332 3.2606 -2.6951
C56 0.4034 1.9382 -2.9850
O4 -0.1874 1.5275 -4.0186
O5 1.0009 1.1547 -2.1987
H129 0.6661 3.2538 -1.7738
O6 -4.3836 0.5971 2.1929
C57 -4.6371 1.6156 3.0684
O7 -5.8007 1.6830 3.5363
O8 -3.6764 2.3459 3.3775
H130 -5.3343 0.3507 2.3154
O9 2.2662 5.2824 1.3481
C58 1.1673 4.4833 1.0872
O10 1.1620 4.0240 -0.0825
O11 0.3621 4.1792 1.9983
H131 2.5669 5.3003 0.4268
O12 -1.8590 -3.1624 -2.0757
C59 -0.7672 -4.0095 -2.2446
O13 -0.6420 -4.7190 -3.2430
O14 0.1323 -3.8253 -1.3469
H132 -1.3399 -2.7272 -1.3578
O15 -1.1942 -2.4263 5.9062
C60 -0.1748 -2.2210 5.0104
O16 0.5140 -1.1797 5.1587
O17 0.0053 -3.0972 4.1457
H133 -0.8689 -1.7171 6.4926

Summary:
F_max   5.8 eV Å⁻¹
Kohn-Sham gap   7.018 eV
Net charge   +2